Entry 1:
DFT (ωB97M-V with the def2-TZVPD basis set) results for a single C4H5FO2S molecule in a non-equilibrium geometry.

- Relative energy (zero: lowest compared OMol25 entry of this formula, charge and spin): 47.42 kcal per mole
- Multiplicity: 1
- Energy: -21874.5295 eV
- SMILES: OC/C(=C/F)OC=S

Geometry (Å):
O 2.390 -1.548 -0.549
C 2.300 -0.491 0.383
C 1.045 0.309 0.249
C 0.960 1.601 0.013
F -0.152 2.126 -0.411
O -0.065 -0.547 0.090
C -1.289 -0.050 0.436
S -2.691 -0.681 -0.100
H 1.653 -2.141 -0.461
H 2.336 -0.828 1.424
H 3.178 0.151 0.245
H 1.785 2.315 0.114
H -1.224 0.808 1.154

Entry 2:
DFT (ωB97M-V with the def2-TZVPD basis set) results for a single C29H29NO4S molecule in a non-equilibrium geometry.

- Multiplicity: 1
- Energy: -51054.9312 eV

Geometry (Å):
C -6.518 -3.155 2.180
O -5.972 -1.813 2.207
C -4.609 -1.652 2.235
C -4.120 -0.341 2.429
C -2.759 -0.091 2.456
C -1.808 -1.113 2.208
C -0.342 -0.734 2.056
C 0.488 -1.408 0.930
S 2.249 -1.310 1.616
C 2.356 -2.087 3.282
C 3.059 -2.602 0.631
O 0.080 0.212 2.662
C -2.317 -2.426 2.076
C -3.675 -2.699 2.077
H -7.608 -3.034 2.177
H -6.201 -3.697 1.266
H -6.217 -3.729 3.080
H -4.843 0.458 2.568
H -2.417 0.947 2.494
H 0.139 -2.469 0.789
H 3.398 -2.085 3.637
H 1.738 -1.498 3.955
H 2.027 -3.132 3.299
H 4.121 -2.370 0.784
H 2.788 -3.612 0.953
H 2.808 -2.508 -0.419
H -1.616 -3.237 1.853
H -3.999 -3.733 1.977
O 5.269 0.069 -1.319
C 4.918 1.126 -1.889
O 4.856 1.504 -3.073
C 4.390 2.200 -0.860
C 4.637 3.660 -1.324
C 3.322 4.015 -1.887
C 2.389 3.004 -1.660
C 1.078 3.099 -2.146
C 0.698 4.268 -2.839
C 1.627 5.313 -3.020
C 2.941 5.200 -2.529
N 2.981 1.976 -0.979
C 2.403 0.788 -0.620
C 1.070 0.618 -0.437
C 0.443 -0.755 -0.510
C -0.987 -0.763 -1.120
C -1.420 -1.918 -1.778
C -2.755 -2.012 -2.195
C -3.680 -1.011 -1.860
C -3.219 0.141 -1.211
C -1.877 0.267 -0.854
H 4.768 1.966 0.141
H 4.837 4.289 -0.437
H 5.453 3.737 -2.067
H 0.391 2.271 -1.984
H -0.334 4.352 -3.215
H 1.293 6.228 -3.542
H 3.650 6.013 -2.651
H 3.163 0.038 -0.428
H 0.453 1.462 -0.090
H 1.097 -1.530 -1.017
H -0.738 -2.725 -1.988
H -3.102 -2.936 -2.674
H -4.737 -1.109 -2.177
H -3.950 0.891 -0.868
H -1.553 1.185 -0.350

Entry 3:
DFT (ωB97M-V with the def2-TZVPD basis set) results for a 2-piece molecular cluster, CH2F3N2 overall in a non-equilibrium geometry.

- Relative energy (zero: lowest compared OMol25 entry of this formula, charge and spin): 53.11 kcal per mole
- Total charge: +1
- Multiplicity: 1
- Energy: -12187.0629 eV

Geometry (Å):
C 0.053 0.150 -0.269
N 0.825 -0.885 -0.452
N -1.070 0.199 0.449
F 0.259 1.180 -1.020
F -1.111 2.409 0.864
F -1.221 -0.437 1.564
H 0.735 -1.764 0.058
H 1.528 -0.852 -1.195

Entry 4:
DFT (ωB97M-V with the def2-TZVPD basis set) results for a single C5H6N2 molecule in a non-equilibrium geometry.

- Relative energy (zero: lowest compared OMol25 entry of this formula, charge and spin): 90.94 kcal per mole
- Multiplicity: 1
- Energy: -8258.4149 eV

Geometry (Å):
C 0.432 0.931 -0.806
C -0.196 0.001 -0.121
C -1.357 0.611 0.423
C -1.370 2.074 0.038
C 0.334 -1.163 0.534
N -0.159 2.210 -0.534
N -2.223 -0.130 0.964
H 1.350 0.728 -1.385
H -0.234 -1.393 1.419
H 0.489 -1.938 -0.237
H 1.417 -0.888 0.848
H 0.182 3.045 -0.794
H -3.020 0.397 1.379

Entry 5:
DFT (ωB97M-V with the def2-TZVPD basis set) results for a 2-piece molecular cluster, CH5PS overall in a non-equilibrium geometry.

- Relative energy (zero: lowest compared OMol25 entry of this formula, charge and spin): 73.70 kcal per mole
- Multiplicity: 1
- Energy: -21238.6251 eV
- SMILES: C=S.P

Geometry (Å):
C -0.601 -1.215 -1.734
S 0.145 -2.385 -0.928
H -0.768 -1.139 -2.846
H -1.289 -0.614 -1.142
P -0.211 1.619 -0.082
H 0.877 1.102 0.559
H 0.384 2.794 0.309
H -1.110 1.793 0.650

Entry 6:
DFT (ωB97M-V with the def2-TZVPD basis set) results for C27H28BrCl2MgN4O3P as an isolated structure in a non-equilibrium geometry.

- Relative energy (zero: lowest compared OMol25 entry of this formula, charge and spin): 0.00 kcal per mole
- Multiplicity: 1
- Energy: -150381.6362 eV

Geometry (Å):
Mg 0.960 0.827 -0.317
O -2.175 1.031 5.268
C -1.532 0.902 4.091
C -0.156 0.705 3.993
C 0.391 0.609 2.722
N -0.314 0.644 1.561
C -1.629 0.828 1.732
Br -2.778 0.838 0.250
C -2.291 0.967 2.955
H -1.542 1.067 6.000
H 0.515 0.651 4.841
H 1.437 0.500 2.582
H -3.388 1.073 2.998
Cl 0.437 1.188 -5.261
C 0.211 2.456 -4.117
C -0.199 3.729 -4.559
C -0.409 4.740 -3.688
Cl -0.958 6.282 -4.202
C -0.231 4.522 -2.307
C -0.434 5.537 -1.330
C -0.267 5.217 -0.009
C 0.084 3.921 0.331
N 0.221 2.964 -0.543
C 0.103 3.256 -1.859
C 0.357 2.154 -2.767
O 0.697 0.999 -2.314
H -0.380 3.866 -5.633
H -0.707 6.533 -1.633
H -0.427 5.966 0.734
H 0.161 3.596 1.397
C 4.519 -1.575 -2.929
N 3.176 -1.457 -2.329
C 2.030 -1.569 -3.209
C 3.008 -1.206 -1.022
C 4.136 -1.223 -0.070
O 1.849 -0.950 -0.620
H 5.017 -2.498 -2.710
H 5.217 -0.787 -2.676
H 4.358 -1.508 -3.989
H 2.261 -2.299 -3.961
H 1.717 -0.642 -3.675
H 1.199 -1.944 -2.626
H 5.068 -1.591 -0.466
H 3.814 -1.801 0.828
H 4.266 -0.212 0.321
C -0.297 -4.013 -0.030
P -1.268 -2.407 -0.217
C -2.566 -3.037 -1.391
C -2.119 -2.491 1.430
C -3.504 -2.594 1.605
C -4.109 -2.519 2.863
C -3.308 -2.413 3.970
C -1.919 -2.404 3.853
C -1.311 -2.444 2.575
H 0.613 -3.901 0.531
H 0.046 -4.302 -1.030
H -0.881 -4.850 0.373
H -3.058 -3.963 -1.059
H -2.019 -3.275 -2.288
H -3.288 -2.313 -1.688
H -4.132 -2.716 0.742
H -5.164 -2.508 2.961
H -3.746 -2.360 4.953
H -1.299 -2.354 4.738
H -0.232 -2.468 2.485
N 3.456 1.515 1.869
C 2.712 1.508 0.974